(1)
The following is a DFT calculation (the ωB97M-V functional and the def2-TZVPD basis) of one molecule with the formula C5H8N2 in a non-equilibrium geometry.

```
15
Properties=species:S:1:pos:R:3:forces:R:3:lowdin_charge:R:1
N -0.847315 -0.934612 -0.515185 0.703 -3.486 -1.397 -0.0382
N -2.777641 1.885450 0.109325 -0.521 0.191 -0.202 0.1502
C -1.448199 -0.210548 0.518002 3.225 -0.521 2.002 -0.2271
C 1.417594 -0.890981 0.635791 -2.192 1.543 1.629 -0.0388
C 0.678570 1.058965 -0.971655 0.867 -1.776 -1.051 -0.0361
C -2.275982 0.860094 0.251755 -0.308 1.559 -0.342 -0.2516
C 0.319623 -0.163266 -0.160738 -2.760 -0.741 0.862 -0.3450
H 1.981323 -1.628988 0.070584 -0.128 -0.007 -0.152 0.0776
H 0.602178 0.819474 -2.060396 0.652 -0.330 0.595 0.1008
H 0.043179 1.901657 -0.989786 -0.889 1.014 1.046 0.0545
H 0.809634 -1.351130 1.496990 1.495 0.282 -1.055 0.1002
H 2.062329 -0.074098 1.027014 -0.050 -0.972 0.018 0.0808
H -1.469923 -0.550252 1.574543 0.197 -0.006 -0.849 0.1303
H -0.804278 -2.014198 -0.321248 0.122 2.828 -0.596 0.1634
H 1.708909 1.292433 -0.664996 -0.414 0.422 -0.507 0.0790
```
Positions in Å, forces in eV/Å.

## Properties
Frontier orbital gap ... 9.05 eV
E_tot ... -8291.8444 eV
SMILES ... CC1(C)N[C@@H]1C#N

(2)
The following is a DFT calculation (the ωB97M-V functional and the def2-TZVPD basis) of C5H8N2 as an isolated structure in a non-equilibrium geometry.

```
15
Properties=species:S:1:pos:R:3:forces:R:3:lowdin_charge:R:1
N 0.163365 1.242193 0.469167 2.385 3.076 0.362 -0.1491
N -0.312314 -0.017986 0.662906 1.569 1.277 8.627 0.0328
C -0.665243 -0.317277 -0.403979 -1.569 -4.385 -10.206 -0.2906
C 0.368804 1.892444 1.713968 -2.356 -2.397 3.030 -0.1995
C -1.064936 -2.125149 -2.100539 -0.926 -1.658 0.178 -0.0339
C 1.525029 1.358949 1.147436 3.789 -4.000 -2.457 -0.1114
C -0.993445 -1.666364 -0.805013 0.869 -4.566 -0.458 -0.1740
H -0.757870 -2.572733 0.022921 -1.282 2.734 -2.033 0.1575
H -1.277776 -3.315738 -2.335381 0.849 3.304 0.854 0.1031
H 2.085463 0.233849 1.128786 -1.837 3.426 1.059 0.1810
H -0.249616 0.365801 -1.160225 -1.362 -0.273 -0.886 0.1389
H -0.211092 1.441694 2.510122 0.304 0.319 0.311 0.1209
H 0.279400 2.860228 1.495383 -0.434 4.066 0.342 0.0736
H -1.044078 -1.509622 -3.054548 -0.120 -0.470 1.575 0.0620
H 2.154308 2.129712 0.708997 0.122 -0.455 -0.299 0.0886
```
Positions in Å, forces in eV/Å.

## Properties
Frontier orbital gap ... 9.99 eV
E_tot ... -8288.5144 eV

(3)
The following is a DFT calculation (the ωB97M-V functional and the def2-TZVPD basis) of one molecule with the formula C5H8N2 in a non-equilibrium geometry.

```
15
Properties=species:S:1:pos:R:3:forces:R:3:lowdin_charge:R:1
N 0.319904 -0.484104 0.893602 -0.012 0.220 -0.142 -0.1817
N 0.065468 1.429396 -2.146161 0.072 0.143 -0.097 0.0751
C -0.835737 1.317736 0.221602 -0.062 -0.012 -0.001 -0.0341
C 0.162780 -1.924481 1.078757 0.033 -0.031 -0.010 -0.0482
C 0.040309 0.917196 -0.844272 0.133 -0.054 0.191 -0.3449
C -0.661064 0.418587 1.236162 -0.087 0.003 0.002 -0.1179
C 0.753412 -0.147928 -0.384899 0.209 0.340 -0.045 -0.0979
H -0.583989 -2.155787 1.845992 0.120 0.113 -0.269 0.0861
H 0.798754 1.019827 -2.709653 -0.075 0.174 0.046 0.0806
H 1.566695 -0.696934 -0.836379 -0.198 -0.078 -0.118 0.1192
H -1.499161 2.172796 0.222929 0.060 -0.139 0.010 0.0962
H 0.068592 2.436128 -2.214342 0.060 -0.023 0.041 0.0792
H -1.159421 0.346133 2.194946 0.014 -0.026 -0.192 0.1138
H -0.144724 -2.252180 0.073217 -0.137 -0.714 0.731 0.0914
H 1.108183 -2.396385 1.368498 -0.130 0.086 -0.148 0.0832
```
Positions in Å, forces in eV/Å.

## Properties
Frontier orbital gap ... 8.73 eV
E_tot ... -8294.0859 eV
SMILES ... Cn1ccc(N)c1

(4)
The following is a DFT calculation (the ωB97M-V functional and the def2-TZVPD basis) of one molecule with the formula C5H8N2.

```
15
Properties=species:S:1:pos:R:3:forces:R:3:lowdin_charge:R:1
N 0.027854 1.050494 -1.218362 -0.148 0.265 0.377 -0.0056
N -0.169916 1.114431 1.111962 0.263 -0.535 0.083 0.0984
C 0.793029 -1.219902 1.379007 -0.061 0.255 0.026 -0.1434
C 0.268516 -0.034529 1.225834 0.006 0.145 -0.006 -0.1206
C -0.210426 1.657242 -2.505046 -0.032 0.077 -0.205 -0.1442
C 0.070147 -2.450779 1.857514 -0.083 -0.099 0.033 -0.1075
C -0.463924 1.592796 -0.191175 0.100 -0.080 -0.408 -0.2396
H -0.986722 -2.441681 1.577868 0.148 0.023 0.045 0.0745
H 1.856530 -1.281594 1.159903 -0.086 0.053 0.111 0.1091
H -0.838121 0.991577 -3.107361 0.089 0.092 0.064 0.0767
H 0.750921 1.749043 -3.020659 -0.171 0.034 0.016 0.0741
H -0.683783 2.649594 -2.454266 0.019 -0.146 0.018 0.0710
H 0.529778 -3.345732 1.429745 -0.105 0.116 0.033 0.0684
H -1.077409 2.501557 -0.193006 0.077 -0.151 -0.052 0.1173
H 0.133525 -2.532519 2.948043 -0.017 -0.049 -0.134 0.0714
```
Positions in Å, forces in eV/Å.

## Properties
Frontier orbital gap ... 9.47 eV
E_tot ... -8292.8272 eV
SMILES ... CC=C=N/C=N/C

(5)
The following is a DFT calculation (the ωB97M-V functional and the def2-TZVPD basis) of one molecule with the formula C5H8N2 in a non-equilibrium geometry.

```
15
Properties=species:S:1:pos:R:3:forces:R:3:lowdin_charge:R:1
N 1.253229 -2.242448 0.211799 0.110 -0.344 -0.117 0.0513
N 1.540849 -0.091538 0.575524 -0.171 0.033 0.350 0.0774
C -0.626402 0.998991 0.173555 -0.387 -0.146 -0.839 -0.1995
C 2.081580 -1.332797 0.630977 0.177 0.216 -0.068 -0.2248
C 0.233813 -0.223320 0.128787 0.831 0.493 0.530 -0.2654
C 0.106142 -1.560755 -0.099133 -0.679 0.512 -0.156 -0.1231
C -1.755800 1.044451 -0.857682 0.493 -0.324 -0.150 -0.1002
H 1.925931 0.702969 1.064366 -0.098 0.028 -0.315 0.1510
H -1.015792 1.108904 1.174152 -0.213 0.139 0.416 0.1065
H -2.287274 1.983448 -0.814824 -0.363 0.159 0.286 0.0649
H -2.435351 0.200173 -0.782019 -0.176 0.036 0.124 0.0713
H -1.316970 1.018192 -1.849331 0.089 -0.170 -0.250 0.0739
H -0.011314 1.869310 -0.045530 0.271 0.088 0.230 0.1067
H 3.099589 -1.454377 0.950353 0.138 -0.317 0.063 0.1110
H -0.792231 -2.021202 -0.460994 -0.022 -0.401 -0.103 0.0991
```
Positions in Å, forces in eV/Å.

## Properties
Frontier orbital gap ... 9.48 eV
E_tot ... -8294.9194 eV
SMILES ... CCc1cnc[nH]1

(6)
The following is a DFT calculation (the ωB97M-V functional and the def2-TZVPD basis) of C5H8N2 as an isolated structure.

```
15
Properties=species:S:1:pos:R:3:forces:R:3:lowdin_charge:R:1
N -1.257094 0.336268 0.157900 0.175 0.184 -0.121 -0.3940
N -1.268774 1.406319 0.790378 0.156 -0.198 -0.370 0.0979
C -0.124582 -0.095648 -0.525950 -0.347 -0.312 -0.063 -0.1095
C 2.440848 -0.568380 0.215306 0.074 -0.030 -0.026 -0.0462
C 0.827557 1.482825 0.125059 0.296 -0.093 0.198 0.1486
C 1.210606 0.258810 0.024389 -0.159 0.506 0.115 -0.3408
C -2.488857 -0.454935 -0.036119 -0.156 -0.131 0.043 -0.0346
H 3.334153 0.012618 -0.031521 -0.103 -0.122 0.056 0.0783
H 2.511456 -0.877511 1.263985 -0.012 -0.015 -0.135 0.0820
H 1.030289 2.541225 0.113160 -0.034 -0.172 0.037 0.0827
H -2.890712 -0.155855 -1.008949 -0.035 -0.131 0.172 0.0898
H 2.419870 -1.472011 -0.400339 -0.060 0.168 0.056 0.0766
H -3.191540 -0.175669 0.746688 0.121 -0.024 -0.085 0.0806
H -0.257623 -0.725597 -1.403072 0.090 0.216 0.062 0.1092
H -2.290538 -1.528074 -0.037070 -0.007 0.153 0.063 0.0792
```
Positions in Å, forces in eV/Å.

## Properties
Frontier orbital gap (spin up / spin down) ... 7.04 / 7.04 eV
E_tot ... -8287.8344 eV

(7)
The following is a DFT calculation (the ωB97M-V functional and the def2-TZVPD basis) of one molecule with the formula C5H8N2.

```
15
Properties=species:S:1:pos:R:3:forces:R:3:lowdin_charge:R:1
N -0.428923 -1.309921 -1.332075 -0.048 -0.161 -0.115 0.0671
N 0.479167 0.401243 0.057770 -0.259 -0.052 0.083 -0.1051
C -0.935500 0.479905 1.785232 0.016 0.017 0.013 -0.1149
C 0.204001 1.032711 1.252433 -0.026 0.055 0.067 -0.1072
C 1.478268 0.638797 -0.974135 0.092 -0.011 -0.127 -0.0336
C -0.500051 -0.556778 -0.151968 0.047 0.143 0.068 -0.3602
C -1.380889 -0.533303 0.900470 -0.020 -0.034 -0.103 -0.0583
H 0.059014 -2.188966 -1.240295 -0.357 -0.084 -0.117 0.0903
H 1.332090 -0.192273 -1.666671 0.283 0.279 0.002 0.0644
H 2.512615 0.608457 -0.613420 -0.321 0.158 0.188 0.0869
H 1.294878 1.555031 -1.552569 0.047 -0.045 0.421 0.0897
H -2.249145 -1.168201 1.024853 0.180 0.068 -0.076 0.0957
H -1.261749 -1.337688 -1.899428 0.056 -0.223 0.217 0.0874
H -1.409936 0.752922 2.719359 0.186 0.036 -0.141 0.0896
H 0.806162 1.818066 1.690443 0.123 -0.146 -0.379 0.1081
```
Positions in Å, forces in eV/Å.

## Properties
Frontier orbital gap ... 8.88 eV
E_tot ... -8294.4377 eV
SMILES ... Cn1cccc1N

(8)
The following is a DFT calculation (the ωB97M-V functional and the def2-TZVPD basis) of C5H8N2 as an isolated structure in a non-equilibrium geometry.

```
15
Properties=species:S:1:pos:R:3:forces:R:3:lowdin_charge:R:1
N -0.998402 -1.494645 -0.873332 -0.340 -0.234 -0.281 0.0685
N 1.692151 2.005284 0.688921 -0.343 -0.333 -0.122 0.1488
C -0.826721 -1.515110 0.592430 -0.056 -0.227 0.275 -0.0965
C 1.271291 -0.264013 -0.448250 0.025 -0.033 -0.021 -0.0285
C 1.010801 1.104962 0.132736 -0.126 0.361 0.015 -0.3762
C -0.220868 -0.474569 -0.241719 -0.082 -0.256 -0.074 -0.5156
C -0.508267 1.007427 -0.078036 -0.202 -0.107 -0.150 -0.0421
H 0.929195 2.637061 0.912209 0.515 1.048 0.549 0.0477
H -1.676608 -1.255423 1.221197 0.151 -0.006 -0.112 0.1075
H 1.509948 -0.188955 -1.514891 0.022 -0.046 0.097 0.1268
H -1.908789 -1.117604 -1.117185 -0.054 -0.162 0.018 0.0943
H 1.963977 -0.950741 0.047389 -0.074 0.275 -0.028 0.1212
H -0.189897 -2.308372 0.973242 -0.174 -0.024 -0.093 0.1038
H -0.818609 1.517415 -0.999609 0.168 -0.219 -0.039 0.1203
H -1.229195 1.297289 0.704894 0.570 -0.038 -0.035 0.1200
```
Positions in Å, forces in eV/Å.

## Properties
Frontier orbital gap ... 10.54 eV
E_tot ... -8292.4982 eV

(9)
The following is a DFT calculation (the ωB97M-V functional and the def2-TZVPD basis) of one molecule with the formula C5H8N2 in a non-equilibrium geometry.

```
15
Properties=species:S:1:pos:R:3:forces:R:3:lowdin_charge:R:1
N 0.203303 -2.431397 0.312489 -0.038 0.256 0.060 0.0480
N 0.135793 -0.348007 -0.463569 0.039 -0.096 0.421 -0.1226
C -1.095024 -2.080035 0.041415 -0.270 -0.036 -0.061 -0.1660
C -1.168299 -0.795853 -0.419040 0.110 -0.070 -0.095 -0.0938
C 0.902697 -1.357265 0.039675 0.123 -0.241 -0.519 -0.1886
C 0.542646 1.038975 -0.603430 0.174 0.131 0.228 -0.2019
C 0.282722 1.807051 0.701427 -0.949 -0.365 0.512 -0.0811
H -0.657345 1.342968 1.121559 0.561 1.152 -0.455 0.0873
H 1.986173 -1.301769 0.078427 -0.232 0.148 0.099 0.1251
H 0.222380 2.894352 0.507052 -0.289 -0.576 0.251 0.0754
H -1.912648 -2.774667 0.170724 0.110 0.046 0.024 0.0921
H 0.992574 1.650729 1.529073 0.244 -0.106 -0.689 0.0730
H -0.029166 1.472157 -1.438941 0.223 -0.070 0.335 0.1217
H -2.007860 -0.176084 -0.713848 0.257 -0.147 0.035 0.1168
H 1.602053 1.058845 -0.863012 -0.064 -0.026 -0.147 0.1147
```
Positions in Å, forces in eV/Å.

## Properties
Frontier orbital gap ... 9.73 eV
E_tot ... -8294.6675 eV
SMILES ... CCn1ccnc1

(10)
The following is a DFT calculation (the ωB97M-V functional and the def2-TZVPD basis) of one molecule with the formula C5H8N2.

```
15
Properties=species:S:1:pos:R:3:forces:R:3:lowdin_charge:R:1
N -2.686793 0.916387 0.191865 0.403 0.067 -0.181 0.0656
N 0.733149 -0.010531 0.046763 -0.110 -0.310 -0.012 -0.1944
C 2.166276 0.229985 -0.021998 0.160 0.050 0.055 -0.0076
C 0.218466 -1.220049 0.076739 0.071 0.141 -0.040 -0.0854
C -1.496287 0.436450 0.083788 -0.069 -0.048 0.016 -0.4147
C -0.180402 1.011474 0.023011 -0.063 0.072 -0.136 -0.0622
C -1.252808 -1.076551 -0.059568 -0.237 0.016 -0.154 -0.0959
H 2.428872 0.584645 -1.022365 -0.081 -0.039 0.166 0.1022
H -1.873256 -1.709604 0.578519 0.116 0.163 0.008 0.1190
H 0.160296 2.037138 0.049403 -0.115 -0.179 0.045 0.1039
H 0.832902 -2.107583 0.102887 -0.022 0.155 -0.055 0.1162
H -1.521218 -1.317128 -1.106399 0.016 0.021 0.253 0.1352
H 2.696574 -0.700098 0.187523 -0.084 0.142 -0.014 0.0918
H -2.663474 1.938420 0.154925 0.022 -0.178 0.127 0.0287
H 2.437703 0.987040 0.714904 -0.007 -0.073 -0.077 0.0974
```
Positions in Å, forces in eV/Å.

## Properties
Frontier orbital gap ... 7.52 eV
E_tot ... -8292.8347 eV

(11)
The following is a DFT calculation (the ωB97M-V functional and the def2-TZVPD basis) of one molecule with the formula C5H8N2.

```
15
Properties=species:S:1:pos:R:3:forces:R:3:lowdin_charge:R:1
N -2.589063 0.709394 -0.092884 -0.062 -0.037 -0.053 0.0660
N 0.919190 0.011857 0.327933 -0.134 -0.097 -0.093 -0.1909
C 0.409298 -1.252601 0.434933 0.052 0.018 -0.043 -0.1147
C -0.127178 0.888679 0.113837 -0.071 0.045 -0.061 -0.0686
C -1.297712 0.175065 0.088125 0.205 -0.040 -0.011 -0.3468
C 2.249218 0.304240 -0.158288 0.182 0.028 0.012 -0.0471
C -0.956092 -1.194148 0.309386 -0.062 0.023 0.037 -0.0449
H 0.054511 1.950765 0.016094 -0.040 -0.160 -0.057 0.1179
H 2.263442 0.276036 -1.254719 0.092 0.002 0.139 0.0916
H -3.266110 -0.009976 -0.308745 0.048 0.060 0.034 0.0750
H -1.642560 -2.029034 0.380255 0.110 0.135 0.019 0.0954
H 1.065055 -2.100798 0.585946 -0.111 0.137 -0.067 0.1142
H 2.962198 -0.429528 0.224003 -0.108 0.088 0.008 0.0865
H -2.601174 1.398822 -0.834687 -0.066 -0.056 0.136 0.0797
H 2.556974 1.301234 0.168818 -0.036 -0.148 0.000 0.0866
```
Positions in Å, forces in eV/Å.

## Properties
Frontier orbital gap ... 8.58 eV
E_tot ... -8294.4568 eV
SMILES ... Cn1ccc(N)c1

(12)
The following is a DFT calculation (the ωB97M-V functional and the def2-TZVPD basis) of one molecule with the formula C5H8N2.

```
15
Properties=species:S:1:pos:R:3:forces:R:3:lowdin_charge:R:1
N 1.082801 0.100395 0.232822 0.010 0.039 -0.166 -0.2216
N 0.024349 -0.671957 0.523009 -0.193 0.086 -0.174 0.0957
C 2.300560 -0.647678 0.007489 0.218 0.004 0.002 -0.0329
C -1.043463 0.031803 0.196900 -0.054 -0.114 -0.015 -0.3639
C 0.702554 1.298020 -0.284490 0.014 -0.128 0.034 -0.0835
C -0.672818 1.304394 -0.307953 -0.016 -0.025 0.020 -0.0342
C -2.364314 -0.663548 0.259681 -0.121 0.008 0.031 -0.0486
H 1.423552 2.053477 -0.572751 -0.100 -0.214 0.005 0.1160
H -1.318388 2.098881 -0.656466 0.107 -0.111 0.112 0.0956
H -3.175838 -0.033905 0.629772 0.092 -0.017 -0.022 0.0714
H 2.633306 -1.110954 0.938225 0.022 0.118 -0.100 0.0845
H -2.257444 -1.540036 0.904485 -0.110 0.153 -0.071 0.0734
H 3.076826 -0.004087 -0.405011 -0.052 0.017 0.133 0.0841
H 2.062595 -1.438821 -0.709265 0.236 0.092 0.058 0.0871
H -2.632813 -1.020524 -0.741648 -0.053 0.091 0.154 0.0771
```
Positions in Å, forces in eV/Å.

## Properties
Frontier orbital gap ... 10.04 eV
E_tot ... -8294.3565 eV
SMILES ... Cc1ccn(C)n1